Computed, not measured: a 9-piece molecular cluster, C31H85N7O14 overall, with ωB97M-V/def2-TZVPD.

The maximum force is 0.0601 Eh/bohr. The calculation puts the frontier orbital gap at 8.3606 eV.

Structure (XYZ):
```
137
Properties=species:S:1:pos:R:3:forces:R:3
C -14.7359 -4.5852 20.8743 -0.627 2.547 0.909
O -14.0116 -5.2937 19.9527 0.665 -1.623 -0.510
C -14.7874 -6.1726 19.1447 0.371 -1.476 -0.689
C -13.8845 -7.0986 18.2461 -0.085 1.890 0.358
N -13.2221 -6.3164 17.2249 -0.154 -0.742 0.679
C -12.2936 -7.1051 16.4559 -1.037 1.774 -1.833
C -11.4990 -6.1542 15.5775 0.126 -0.365 -0.010
O -12.3036 -5.3192 14.7312 0.940 -0.069 0.740
C -11.5416 -4.5671 13.7596 -0.721 -1.253 0.190
H -15.1179 -3.6583 20.4464 -0.624 0.067 -0.679
H -14.1208 -4.1035 21.6344 0.746 -0.759 0.146
H -15.5770 -5.0096 21.4226 0.056 -0.949 -0.336
H -15.5026 -5.5836 18.5705 -0.073 -0.100 -0.245
H -15.3026 -6.9307 19.7345 -0.468 0.380 0.598
H -14.3828 -7.9054 17.7086 -0.800 0.129 0.312
H -13.2021 -7.6078 18.9265 0.408 -0.033 0.307
H -12.8569 -5.4448 17.5816 0.337 -0.115 0.085
H -12.8703 -7.6562 15.7130 -0.266 -0.645 0.251
H -11.5970 -7.7845 16.9470 0.050 0.037 0.523
H -10.8892 -6.8670 15.0222 0.546 0.491 -0.626
H -10.8824 -5.5839 16.2723 0.379 0.533 -0.295
H -11.0705 -5.3000 13.1046 0.085 0.138 -0.379
H -10.7516 -3.9190 14.1392 -0.161 0.089 0.518
H -12.2962 -3.9954 13.2195 0.307 0.070 -0.042
C -16.8737 -4.6426 12.6609 -0.996 0.785 -0.074
O -17.2794 -3.2974 12.9930 -0.291 -0.515 -0.346
C -17.0036 -2.2656 12.0154 -1.207 -0.947 1.067
C -18.0003 -1.0835 12.2412 2.723 -0.437 -0.922
N -17.7314 -0.4617 13.5163 -0.416 0.172 0.471
C -18.4373 0.7870 13.5795 -1.103 0.418 1.076
C -19.9652 0.5985 13.6299 -0.144 1.085 -2.878
O -20.4194 0.5499 12.1906 -0.224 0.036 1.054
C -21.8188 0.3305 12.0123 -0.238 0.859 0.931
H -17.4023 -4.9668 11.7644 0.474 0.244 -0.484
H -17.2802 -5.3470 13.3866 0.240 0.423 0.574
H -15.7909 -4.7569 12.6104 0.046 0.008 -0.173
H -17.0896 -2.6108 10.9851 -0.185 -0.339 -0.116
H -15.9522 -2.0413 12.1952 -0.121 0.955 -0.031
H -19.0459 -1.2196 11.9646 0.087 -0.682 0.233
H -17.6194 -0.3457 11.5351 -0.263 0.109 -0.424
H -18.2289 -0.9684 14.2345 0.593 -0.840 0.269
H -18.1282 1.5134 12.8279 -0.258 -0.260 -0.442
H -18.2340 1.3131 14.5122 0.460 -0.225 0.335
H -20.3287 1.4922 14.1372 -0.740 0.006 -0.169
H -20.3347 -0.3016 14.1213 0.305 -0.110 0.186
H -22.3907 1.2096 12.3095 0.022 0.299 0.616
H -22.1699 -0.4976 12.6280 -0.033 -0.277 -0.160
H -22.1845 0.2506 10.9886 1.023 -0.607 -0.302
C -12.6844 -3.0298 6.7387 -0.805 -0.292 1.058
O -13.3361 -4.2952 6.4322 0.065 1.721 0.192
C -12.4355 -5.2028 5.8339 2.069 1.970 0.890
C -13.0420 -6.4530 5.4561 -0.582 -2.074 0.152
N -13.6266 -7.0298 6.7041 0.023 -1.171 -2.318
C -14.5711 -8.1533 6.3192 1.265 -0.100 1.206
C -14.0906 -9.2418 5.3371 -0.151 0.192 -0.760
O -12.9251 -9.9680 5.6883 -0.010 1.175 0.430
C -12.7463 -11.1952 4.9821 0.226 1.521 1.024
H -13.2384 -2.5351 7.5364 -0.924 -0.019 -0.403
H -12.5971 -2.3377 5.9012 -0.024 -0.335 -0.320
H -11.7517 -3.0684 7.3015 0.671 -0.953 -0.618
H -11.7015 -5.4103 6.6125 0.399 -0.248 0.019
H -11.8884 -4.6870 5.0448 -0.068 -0.114 -0.485
H -12.2806 -7.1248 5.0598 0.412 -0.079 0.351
H -13.6940 -6.3907 4.5848 -0.867 0.401 0.092
H -14.1740 -6.2526 7.0455 -0.441 -0.312 0.547
H -15.4554 -7.6365 5.9462 -0.464 -0.751 -0.230
H -14.7493 -8.7706 7.1998 -0.503 0.645 0.514
H -14.0471 -8.7691 4.3558 0.680 -0.092 -0.504
H -14.8467 -10.0165 5.2098 -0.816 0.242 0.288
H -11.7725 -11.4919 5.3718 -0.094 -0.569 -0.442
H -12.7116 -10.9697 3.9162 -0.083 -0.513 -0.188
H -13.5346 -11.8782 5.2984 -0.023 -0.341 -0.426
C -16.0023 -4.6604 8.7860 0.929 -0.356 -1.027
O -15.9330 -6.0726 8.7698 0.417 -0.348 0.163
C -16.5132 -6.6739 9.8822 -0.621 -1.203 0.486
C -16.5775 -8.2029 9.8176 -0.393 -0.390 -0.172
N -17.4718 -8.8034 8.8403 -0.549 0.110 0.233
C -17.1708 -10.2418 8.6237 -0.672 1.306 -0.778
C -17.3315 -11.1421 9.8310 0.145 0.189 0.911
O -16.1150 -11.2429 10.6292 -0.822 -0.577 -0.718
C -15.4970 -12.4574 10.2630 0.321 -1.149 -0.051
H -15.3079 -4.1654 9.4649 0.169 -0.314 0.322
H -16.9851 -4.2416 9.0025 -0.365 -0.253 -0.337
H -15.6219 -4.5128 7.7753 -0.430 1.173 -0.056
H -17.5008 -6.2173 9.9477 -0.431 -0.294 0.522
H -15.9569 -6.5302 10.8085 0.221 0.646 0.069
H -16.9691 -8.5954 10.7560 0.380 0.437 0.513
H -15.5833 -8.6340 9.6999 0.519 0.274 0.095
H -17.3969 -8.2738 7.9836 0.032 -0.328 -0.366
H -16.1882 -10.2394 8.1520 0.424 -0.943 0.251
H -17.8912 -10.5749 7.8766 -0.005 -0.080 -0.141
H -17.7549 -12.1181 9.5936 0.875 -0.477 -0.677
H -18.1822 -10.8666 10.4544 0.320 1.136 0.393
H -14.4869 -12.6549 10.6221 0.228 1.159 0.167
H -15.4852 -12.6106 9.1839 0.091 0.224 -0.209
H -15.9960 -13.3352 10.6734 -0.737 -0.015 0.113
C -15.5299 7.7597 10.4454 -0.072 -0.525 0.008
O -14.5014 6.8623 10.0673 0.225 -0.360 0.131
C -14.9583 5.6278 9.4476 0.068 2.076 0.995
C -15.4404 4.5832 10.5059 0.571 0.614 -0.748
N -14.3825 4.1168 11.3854 1.056 -1.309 0.154
C -13.1542 3.4707 10.8200 -0.495 1.954 -0.039
C -13.3614 2.2013 10.0553 -0.077 -0.996 -2.005
O -12.2662 1.6858 9.2672 -0.806 -1.032 2.797
C -11.6465 2.5844 8.4637 1.414 0.135 -0.477
H -16.0502 8.0968 9.5489 -0.216 0.244 0.011
H -15.1418 8.6060 11.0123 0.490 -0.033 -0.394
H -16.2421 7.3123 11.1387 -0.270 -0.339 -0.074
H -14.1516 5.3920 8.7536 0.346 -0.832 0.598
H -15.7085 5.9401 8.7211 -0.894 -0.431 0.254
H -15.9992 3.8908 9.8762 0.178 -1.042 0.083
H -16.2218 4.9869 11.1497 0.138 0.451 -0.074
H -14.5868 3.8680 12.3428 -0.452 0.026 -0.413
H -12.2809 3.3777 11.4656 -0.564 -0.045 0.904
H -12.8440 4.3224 10.2146 0.496 -0.574 -0.930
H -14.0887 2.3566 9.2584 -0.877 0.366 0.192
H -13.6781 1.3105 10.5978 0.056 0.498 0.532
H -11.0440 3.3200 8.9966 -0.338 0.538 0.202
H -12.3849 3.0408 7.8045 0.358 0.271 -0.587
H -10.8750 1.9487 8.0293 -0.149 0.403 -1.135
N -13.7462 -3.1408 11.0218 -1.320 -1.039 1.102
C -12.6971 -2.7283 10.3130 0.307 -0.114 0.615
N -12.8434 -1.4948 9.9173 -0.406 2.774 -0.938
O -11.6895 -3.3542 10.0988 1.753 -1.952 -0.281
H -13.7835 -4.0918 11.3598 -0.032 0.131 0.053
H -14.4616 -2.4642 11.2466 0.038 -0.608 0.035
H -12.1685 -1.0888 9.2850 -0.334 0.150 0.288
H -13.7541 -1.1018 10.1078 0.354 0.777 -0.738
O -15.4990 -0.2137 10.1344 -0.042 -0.345 0.058
H -15.7873 0.3286 9.4002 -0.054 0.096 -0.328
H -15.5409 0.3680 10.8934 -0.110 0.173 0.346
O -12.9231 -5.9590 10.3033 -0.423 -0.458 0.563
H -13.5470 -5.6172 9.6628 -0.122 -0.126 -0.469
H -12.2429 -5.2877 10.3576 0.534 0.469 -0.196
O -9.1415 -2.8350 8.7432 0.359 0.009 -0.346
H -9.6538 -2.9360 9.5454 -0.550 -0.203 0.246
H -8.9968 -1.8918 8.6679 0.110 0.196 -0.031
```
Forces are in eV/Å.